Record 1
This record from OMol25 describes 2 unconnected molecules or ions with the total composition C25H33N4. The level of theory is ωB97M-V with the def2-TZVPD basis set.

The geometry in XYZ format:
```
62
C25H33N4 (ωB97M-V with the def2-TZVPD basis set)
H -2.756 3.839 3.252
H -2.003 2.901 1.401
H 1.744 -1.028 1.306
H 2.038 -0.897 -5.864
H 2.413 -4.371 1.320
C 1.194 -0.603 -0.713
C 1.152 -2.344 -2.417
H -0.614 7.181 4.562
H 1.235 -5.681 1.108
H -1.480 -1.497 2.097
H 0.865 5.506 3.868
C 1.519 1.524 2.311
C -0.206 3.188 2.555
N -0.695 -4.445 2.198
C -0.021 5.577 3.218
H 1.940 -2.622 -0.444
C 1.097 2.716 2.860
C 0.751 0.002 -3.037
C -1.973 4.289 3.878
C -1.053 6.574 3.768
H -1.359 7.237 2.958
H 0.548 0.743 -3.815
H -0.012 -4.056 -6.861
C -1.010 2.502 1.607
H -1.379 -2.941 -6.675
C -1.556 -3.525 2.910
C 0.946 -1.055 -5.847
C 0.771 0.885 1.275
H 1.415 -2.334 -7.522
C 0.396 -3.809 1.691
C -0.317 -3.085 -6.461
H -1.073 -3.090 -4.394
N 0.538 -1.787 -4.671
H 0.692 1.402 -1.410
H 0.484 -3.896 -4.605
H 1.708 3.281 3.579
C 0.818 -1.373 -3.401
C 0.520 -1.931 -7.037
H -1.085 0.974 0.117
H -1.896 3.669 4.786
N -0.715 4.308 3.170
N 0.396 -2.532 1.942
H -3.184 6.074 3.817
H -1.585 -3.764 3.978
C -0.120 -3.042 -4.942
H 1.351 -4.459 -0.143
H 0.478 -0.056 -5.861
H 0.338 5.843 2.210
H 1.209 -3.400 -2.705
H -0.031 -1.342 -7.772
C 1.413 -4.616 0.947
H -0.854 -5.439 2.166
H -0.558 -1.708 3.617
C 0.851 0.368 -1.711
C 1.277 -0.284 0.653
H -2.564 -3.508 2.490
C -2.248 5.748 4.267
C 1.480 -1.933 -1.145
H 2.462 1.073 2.624
H -2.346 5.821 5.353
C -0.840 -2.194 2.671
C -0.503 1.422 0.921
```

* relative energy (zero: lowest compared OMol25 entry of this formula, charge and spin): 22.1 kJ/mol
* Kohn-Sham gap: 5.931 eV
* net charge: +1



Record 2
This record from OMol25 describes a single C25H33N5O3 molecule. The level of theory is ωB97M-V with the def2-TZVPD basis set.

The geometry in XYZ format:
```
66
C25H33N5O3 (ωB97M-V with the def2-TZVPD basis set)
H -4.158 1.144 -1.017
H -5.253 -2.374 -1.590
H 7.480 3.927 0.924
H -6.700 1.663 -2.635
H 8.201 -2.253 0.832
O -0.720 -2.240 -0.926
C 3.274 -1.000 1.489
C 4.082 -1.533 0.481
C -2.209 -1.415 0.520
C 6.748 2.809 -0.786
H -8.791 1.441 -1.177
H -6.582 -1.331 -0.113
C 3.489 -2.137 -0.627
H 8.497 -1.139 -0.512
H -4.524 2.637 -1.881
H -8.108 0.598 2.222
C -6.181 1.257 -1.763
H -8.695 2.020 0.500
O -5.671 -0.063 2.594
C 1.307 -1.651 0.273
C -4.379 -2.114 -1.011
C 6.453 -1.732 -0.243
C 7.847 1.060 0.699
H 1.266 -0.646 2.155
N 7.730 -0.269 1.291
H 8.756 1.147 0.079
H 7.697 2.886 -1.323
C -0.132 -1.678 0.169
H -3.002 -2.947 -2.439
H -6.330 0.177 -1.768
C -4.555 -1.449 0.215
C -6.793 1.850 -0.496
C 7.824 -1.358 0.330
H -9.223 -0.367 0.071
O 6.324 -2.262 -1.323
N -5.867 -1.149 0.585
H 5.731 1.375 0.455
H -3.599 -0.590 1.945
H 6.647 4.902 -0.280
N 5.459 -1.430 0.631
C -2.049 -2.076 -0.716
H 6.532 0.684 -0.958
C -4.693 1.563 -1.866
H 1.656 -2.654 -1.587
H -8.307 -1.144 1.950
C 2.115 -2.192 -0.727
N -0.961 -1.187 1.038
C 1.903 -1.057 1.388
H 4.114 -2.550 -1.402
H 5.795 -0.935 1.454
H 5.946 2.919 -1.518
H -4.275 1.136 -2.775
C -3.470 -1.096 1.004
H 5.721 3.858 0.797
C 6.645 3.941 0.229
H 3.736 -0.537 2.349
H 8.453 -0.372 1.995
N -8.271 -0.033 0.180
C -8.221 1.362 -0.248
H -6.811 2.938 -0.582
H -6.171 1.603 0.365
C -6.325 -0.448 1.651
C -7.840 -0.236 1.557
C -3.130 -2.440 -1.497
H 7.932 1.768 1.527
C 6.634 1.419 -0.158
```

* relative energy (zero: lowest compared OMol25 entry of this formula, charge and spin): 12.0 kJ/mol
* Kohn-Sham gap: 8.111 eV
* SMILES: CCCCNCC(=O)Nc1ccc(-c2nc3cc(NC(=O)CNCCCC)ccc3o2)cc1
* net charge: 0



Record 3
This record from OMol25 describes a molecular structure, C25H33N6O2Ru. The level of theory is ωB97M-V with the def2-TZVPD basis set.

The geometry in XYZ format:
```
67
C25H33N6O2Ru (ωB97M-V with the def2-TZVPD basis set)
H 4.348 -0.756 0.987
H -1.453 1.624 2.040
H 2.729 0.284 5.800
H 1.005 0.890 4.481
H 0.353 -3.553 -0.940
H 2.957 1.943 -0.723
N -1.939 0.520 -0.272
C 1.128 1.616 -2.671
H -0.173 -5.400 -2.663
H -3.465 -2.030 1.381
H -2.087 -2.178 2.899
C -1.679 -0.222 3.089
H 1.549 2.636 -2.721
H -2.232 -2.228 0.169
C -0.854 1.024 2.687
H 5.283 -1.571 3.039
H -0.566 3.407 -3.354
C 0.340 -4.604 -3.226
N 0.386 0.655 1.921
C 2.783 -0.027 4.767
H -2.782 5.839 -0.501
C -1.822 4.621 -1.990
C -1.082 2.172 -1.747
C -1.272 3.456 -2.530
C -1.625 -1.498 2.238
C -2.598 -1.528 0.972
H -1.356 5.456 -2.591
H 3.837 0.449 -0.927
C -0.079 -2.810 -1.635
C 2.617 0.013 1.551
H -1.621 -1.827 -3.341
C -0.878 -2.432 -3.891
H -0.683 1.573 3.606
C 2.146 0.601 -2.278
C 2.843 0.833 -0.938
C -2.161 1.637 -0.825
C -3.533 3.739 -0.498
C 3.886 -0.498 1.889
N -0.040 1.436 -1.692
N 2.353 -1.602 -0.480
C 1.807 0.395 3.910
H -3.849 -0.505 -0.299
H -4.160 1.785 -0.227
N -0.142 -3.242 -2.849
H -2.643 0.169 3.162
C 1.522 0.304 2.527
H -3.479 0.281 1.285
H -4.472 4.144 -0.202
C -3.061 -0.222 0.400
H 1.581 -0.347 -2.312
Ru 0.071 0.228 -0.047
O 1.948 -2.375 0.271
H 1.376 -4.763 -3.188
H -0.597 -1.872 2.088
H -1.471 -0.528 4.141
H -0.190 -1.903 -4.592
N 2.086 0.135 0.173
O -0.415 -1.661 -1.305
H -1.391 -3.201 -4.427
H 2.912 0.514 -3.021
C -2.646 4.783 -0.910
H 0.111 -4.776 -4.268
C 4.015 -0.757 4.434
H 4.632 -1.090 5.238
H 0.768 1.311 -3.690
C 4.471 -0.889 3.162
C -3.346 2.418 -0.533
```

* relative energy (zero: lowest compared OMol25 entry of this formula, charge and spin): 17.1 kJ/mol
* Kohn-Sham gap (spin up / spin down): 6.220 / 5.756 eV
* multiplicity: 6
* net charge: +2



Record 4
This record from OMol25 describes a molecular structure, C25H33O2SnTe. The level of theory is ωB97M-V with the def2-TZVPD basis set.

The geometry in XYZ format:
```
62
C25H33O2SnTe (ωB97M-V with the def2-TZVPD basis set)
C -0.694 -1.279 3.538
H 1.254 -6.002 -0.943
H 3.476 -1.373 3.673
C -1.993 5.687 -0.334
H -1.838 -3.350 1.158
H -0.711 -3.513 3.574
C 1.532 -5.966 0.111
H -0.570 1.587 -4.794
H -2.052 5.339 0.702
H -0.304 -1.017 4.514
C -3.887 4.154 -0.985
H 1.502 1.321 -3.756
H -2.271 -0.735 0.596
C -0.593 0.769 -4.050
C 1.889 -4.638 2.136
H 1.881 -3.669 2.638
H 2.558 -5.747 3.870
H 2.619 2.107 1.146
H -0.964 5.975 -0.580
C 0.340 1.284 -1.863
H -1.738 1.315 -1.058
H -1.732 6.000 -2.889
H -0.380 4.065 -3.119
H 2.576 -7.952 2.695
C -0.916 -2.584 3.044
Te 0.988 -3.054 -0.410
H 3.156 -0.004 -0.467
C -1.726 -1.132 1.451
C 2.268 -5.808 2.815
H -4.221 3.374 -1.675
C -2.297 5.076 -2.747
C -1.111 0.793 -1.780
O -1.531 3.485 -1.385
C 3.330 -1.178 1.456
C 1.909 -7.121 0.802
C -1.530 -2.501 1.775
H 3.621 -2.162 1.096
H -1.339 0.727 2.693
H -3.972 3.789 0.041
Sn 0.673 -0.406 1.064
H -3.182 4.979 -3.374
H -1.885 3.122 -3.476
H 1.923 -8.091 0.295
O -1.697 0.973 -3.125
C 0.721 0.755 -3.251
H -4.553 5.019 -1.094
C -1.191 -0.340 2.556
C -2.467 4.600 -1.277
C 1.518 -4.706 0.771
H 1.021 -0.295 -3.132
H 1.028 0.920 -1.094
H -1.135 -0.287 -1.531
H 2.874 1.250 3.724
C 3.034 -0.049 0.614
H -0.710 -0.213 -4.549
H 0.369 2.374 -1.833
H -2.641 6.572 -0.436
C -1.416 3.861 -2.823
C 3.241 -0.756 2.805
C 2.910 0.622 2.831
C 2.757 1.081 1.491
C 2.279 -7.047 2.156
```

* Kohn-Sham gap (spin up / spin down): 5.535 / 4.890 eV
* net charge: +1



Sequential calculated total energy output: -1191.18809; -1472.01169; -1545.50574; -1604.75793 a.u.